An isolated molecule of C6H6OS. Source: the Open Molecules 2025 dataset; level of theory: ωB97M-V/def2-TZVPD.

Computed properties:
- SMILES string = C#C[C@@H]1OC=C[C@@H]1S
- DFT total energy (eV) = -19196.41301
- gap between HOMO and LUMO (eV) = 8.93
- ΔE to the lowest compared entry with this formula, charge and spin (kcal per mole) = 107.4

```
! wB97M-V def2-TZVPD RIJCOSX def2/J DEFGRID3
* xyz 0 1
C 0.692 -0.034 0.598
C 0.599 1.216 1.210
C -0.615 1.677 0.957
C -0.754 -0.263 -0.045
C -1.037 -0.861 -1.344
C -1.051 -1.569 -2.339
H 2.663 -1.478 -0.560
H 0.868 -1.014 1.320
H 1.407 1.709 1.830
H -1.063 2.588 1.215
H -1.053 -1.101 0.671
H -1.339 -1.866 -3.449
O -1.508 0.888 0.445
S 2.192 0.107 -0.509
*
```

Atomic partial charges in e from the Löwdin method, atoms 1 to 8: number 1, C, carries -0.65; number 2, C, carries -0.20; number 3, C, carries -0.18; number 4, C, carries -0.28; number 5, C, carries -0.09; number 6, C, carries 0.10; number 7, H, carries 0.00; number 8, H, carries 0.16